No. 1
DFT (the ωB97M-V functional and the def2-TZVPD basis) results for a cluster of 6 separate species, C9H30O6 in total.

```
45
Properties=species:S:1:pos:R:3:forces:R:3
C 5.283 -0.953 1.129 0.5 -1.2 1.0
C 5.952 -1.158 2.525 -1.3 0.1 0.4
C 5.345 -0.247 3.574 0.6 0.6 -0.2
O 5.756 -2.484 3.084 0.1 0.2 -1.1
H 4.198 -1.013 1.208 -0.1 0.4 0.2
H 5.547 -1.834 0.544 0.3 0.2 -0.5
H 5.588 -0.038 0.620 0.0 -0.1 0.1
H 7.028 -0.992 2.470 0.0 0.0 -0.1
H 5.681 0.769 3.367 -0.1 0.3 0.2
H 5.714 -0.564 4.550 -0.1 0.2 0.0
H 4.255 -0.251 3.584 0.0 -0.2 -0.1
H 5.156 -2.940 2.489 -0.1 -0.3 0.0
C 2.157 4.819 -0.632 -1.1 0.1 -1.7
C 0.853 4.185 -1.170 1.4 -1.0 0.9
C 1.134 3.316 -2.402 0.4 0.9 0.5
O 0.377 3.357 -0.087 -0.7 0.5 -0.5
H 2.391 5.511 -1.441 0.6 0.5 0.3
H 2.953 4.074 -0.625 -0.1 0.1 0.6
H 1.949 5.349 0.298 0.4 -0.2 0.0
H 0.152 4.981 -1.422 -0.3 0.0 0.2
H 0.321 2.619 -2.608 0.1 0.2 -0.2
H 2.075 2.788 -2.248 -0.2 -0.4 0.1
H 1.339 4.016 -3.212 -0.3 -0.2 -0.4
H -0.553 3.590 -0.029 -0.2 -0.4 0.4
C -6.071 -0.603 -2.740 -0.2 0.2 0.2
C -5.531 0.665 -2.063 -0.6 1.2 0.5
C -6.212 2.000 -2.440 0.1 -0.9 -2.0
O -5.620 0.602 -0.620 0.4 -0.9 -0.7
H -5.458 -1.455 -2.450 0.2 0.1 -0.2
H -6.097 -0.484 -3.824 0.3 -0.1 0.0
H -7.087 -0.890 -2.470 -0.3 0.4 0.3
H -4.489 0.708 -2.380 0.2 0.2 0.5
H -6.192 2.006 -3.530 0.0 0.2 -0.4
H -5.703 2.927 -2.177 0.1 -0.4 0.6
H -7.281 2.039 -2.235 0.1 -0.1 0.6
H -6.470 0.165 -0.528 -0.1 0.0 0.7
O -2.430 -6.943 1.699 0.2 -0.1 -0.1
H -2.844 -6.085 1.793 0.0 0.3 0.0
H -3.051 -7.554 2.095 -0.1 -0.2 0.1
O -2.004 -2.150 2.078 0.0 -0.3 0.1
H -1.261 -1.549 2.029 0.2 0.1 0.0
H -2.709 -1.699 1.613 -0.2 0.1 -0.1
O 2.227 -5.979 1.030 0.2 0.2 0.1
H 2.341 -6.828 0.603 0.1 -0.2 -0.1
H 1.291 -5.794 0.949 -0.3 0.1 0.0
```
Positions in Å, forces in eV/Å.

- E_LUMO: 0.324 eV
- Gap between HOMO and LUMO: 10.3 eV
- HOMO energy: -9.93 eV
- Relative energy (zero: lowest compared OMol25 entry of this formula, charge and spin): 160.7 kJ/mol
- Total energy: -812.28043 Eh
- SMILES string: CC(C)O.CC(C)O.CC(C)O.O.O.O
- 2S+1: 1

Atomic partial charges in e from the Löwdin method, atoms 1 to 5: C -0.05; C -0.46; C -0.08; O -0.07; H 0.08



No. 2
DFT (the ωB97M-V functional and the def2-TZVPD basis) results for a structure of composition C2H3GaLiO2.

```
9
Properties=species:S:1:pos:R:3:forces:R:3
H 0.199 1.667 -0.117 -0.4 -2.1 0.0
O -0.491 -0.136 -1.136 0.7 3.5 1.6
C -0.039 0.534 -0.042 -0.2 3.3 -3.7
C 0.543 -0.203 0.936 1.8 -3.9 2.7
O 0.492 -1.549 0.914 1.0 4.6 1.3
Li 0.197 -0.783 -2.661 0.0 0.0 -0.7
Ga -0.702 -1.861 -0.455 -2.4 -4.7 -1.3
H -1.421 2.062 0.904 0.0 -0.4 0.0
H 1.220 0.269 1.658 -0.6 -0.2 0.1
```
Positions in Å, forces in eV/Å.

- Net charge: +1
- E_LUMO (alpha / beta): -4.903 / -7.007 eV
- Gap between HOMO and LUMO (alpha / beta): 7.6 / 5.4 eV
- HOMO energy (alpha / beta): -12.50 / -12.45 eV
- Relative energy (zero: lowest compared OMol25 entry of this formula, charge and spin): 0.0 kJ/mol
- Total energy: -2160.42260 Eh
- 2S+1: 1

Atomic partial charges in e from the Löwdin method, atoms 1 to 5: H 0.13; O -0.37; C -0.25; C -0.14; O -0.12



No. 3
DFT (the ωB97M-V functional and the def2-TZVPD basis) results for a structure of composition C43H54N3O3SZr.

```
105
Properties=species:S:1:pos:R:3:forces:R:3
Zr 0.250 -0.080 0.300 0.3 -0.4 0.1
C -2.104 7.096 -1.221 0.0 0.0 0.0
C -1.306 6.569 -0.015 0.0 0.0 0.0
C -1.996 6.992 1.293 0.0 0.0 0.0
C 0.100 7.165 -0.053 0.0 0.0 0.0
C -1.275 5.053 -0.094 0.2 0.1 0.0
C -0.124 4.331 -0.190 0.0 0.3 -0.1
C -0.194 2.920 -0.247 0.1 -0.3 0.0
N 0.827 2.052 -0.178 0.1 0.4 0.2
C 2.158 2.282 -0.204 -0.2 -0.3 0.1
C 2.830 3.370 -0.792 0.3 0.2 -0.1
C 4.195 3.398 -0.751 -0.1 0.0 0.0
C 4.882 2.324 -0.093 -0.1 0.1 0.0
C 4.293 1.227 0.505 -0.1 0.0 0.1
C 2.895 1.214 0.440 -0.3 0.1 -0.2
O 2.124 0.251 0.941 -0.5 -0.4 -0.2
C 5.088 0.119 1.196 0.0 0.0 0.0
C 4.676 0.035 2.675 0.0 0.0 0.0
C 6.590 0.395 1.135 0.0 0.0 0.0
C 4.811 -1.220 0.493 0.0 0.0 0.0
C 5.026 4.496 -1.390 0.0 0.0 0.0
C 5.932 3.872 -2.465 0.0 0.1 0.0
C 4.146 5.564 -2.035 0.0 0.0 0.0
C 5.887 5.157 -0.298 0.0 0.0 0.0
C -1.480 2.249 -0.204 0.0 -0.1 0.0
O -1.411 0.919 -0.263 0.3 -0.2 0.1
C -2.672 2.975 -0.067 0.0 -0.2 -0.2
C -2.516 4.346 -0.037 0.0 0.0 0.0
C -4.042 2.302 0.034 0.0 0.0 0.0
C -5.170 3.335 0.085 0.0 0.0 0.0
C -4.085 1.486 1.336 0.0 -0.1 0.0
C -4.293 1.401 -1.185 0.0 0.0 0.0
H -2.168 8.183 -1.163 0.0 0.0 0.0
H -3.127 6.717 -1.247 0.0 0.0 0.0
H -1.617 6.837 -2.163 0.0 0.0 0.0
H -1.976 8.078 1.375 0.0 0.0 0.0
H -1.484 6.580 2.165 0.0 0.0 0.0
H -3.043 6.689 1.330 0.0 0.0 0.0
H 0.030 8.252 -0.021 0.0 0.0 0.0
H 0.628 6.906 -0.974 0.0 0.0 0.0
H 0.699 6.855 0.806 0.0 0.0 0.0
H 0.833 4.827 -0.169 0.0 0.0 0.0
H 2.274 4.119 -1.334 0.1 0.0 0.0
H 5.960 2.381 -0.085 0.0 0.0 0.0
H 4.838 0.987 3.183 0.0 0.0 0.0
H 5.289 -0.714 3.178 0.0 0.0 0.0
H 3.632 -0.250 2.797 0.0 0.0 0.0
H 6.853 1.333 1.628 0.0 0.0 0.0
H 6.965 0.416 0.109 0.0 0.0 0.0
H 7.119 -0.402 1.656 0.0 0.0 0.0
H 3.749 -1.469 0.510 0.0 0.0 0.0
H 5.347 -2.019 1.007 0.0 0.0 0.0
H 5.146 -1.203 -0.546 0.0 0.0 0.0
H 5.345 3.392 -3.249 0.0 0.0 0.0
H 6.625 3.138 -2.051 0.0 0.0 0.0
H 6.534 4.655 -2.928 0.0 0.0 0.0
H 3.542 5.161 -2.851 0.0 0.0 0.0
H 4.779 6.342 -2.460 0.0 0.0 0.0
H 3.489 6.046 -1.306 0.0 0.0 0.0
H 6.595 4.462 0.157 0.0 0.0 0.0
H 5.268 5.586 0.491 0.0 0.0 0.0
H 6.472 5.962 -0.742 0.0 0.0 0.0
H -3.407 4.950 0.055 0.0 0.0 0.0
H -5.101 3.985 0.959 0.0 0.0 0.0
H -6.124 2.812 0.152 0.0 0.0 0.0
H -5.201 3.949 -0.817 0.0 0.0 0.0
H -4.085 2.138 2.211 0.0 0.0 0.0
H -3.226 0.818 1.424 0.0 0.0 0.0
H -4.995 0.885 1.369 0.0 0.0 0.0
H -4.277 1.980 -2.110 0.0 0.0 0.0
H -5.282 0.951 -1.097 0.0 0.0 0.0
H -3.564 0.597 -1.279 0.0 0.0 0.0
N -2.079 -1.573 1.857 0.0 0.0 0.1
C -2.456 -2.225 2.958 0.0 0.0 -0.1
C -1.398 -2.190 3.852 0.0 0.0 0.0
C -0.405 -1.474 3.207 0.0 0.0 0.0
N -0.819 -1.084 1.984 0.2 0.1 -0.2
H -2.648 -1.338 1.057 0.0 0.0 0.0
H -3.440 -2.659 3.032 0.0 0.0 0.0
H -1.364 -2.618 4.839 0.0 0.0 0.0
H 0.585 -1.214 3.550 0.0 0.0 0.0
O 0.666 -1.722 -0.861 -0.4 0.9 0.5
S 1.207 -3.058 -0.179 0.3 -0.3 -0.3
C 2.248 -3.716 -1.436 -0.1 -0.1 0.0
C 3.385 -4.379 -0.992 0.0 0.0 0.1
C 4.213 -4.973 -1.934 0.0 0.0 0.0
C 3.899 -4.884 -3.281 0.0 0.0 0.0
C 2.760 -4.203 -3.707 0.0 0.0 0.0
C 1.914 -3.617 -2.785 0.0 0.0 0.0
C -0.242 -4.052 -0.109 0.1 -0.1 0.1
C -1.157 -4.113 -1.157 0.0 0.0 0.0
C -2.252 -4.948 -1.021 0.0 0.0 0.0
C -2.409 -5.716 0.132 0.0 0.0 0.0
C -1.486 -5.646 1.164 0.0 0.0 0.0
C -0.390 -4.799 1.055 -0.1 0.0 0.0
H 3.624 -4.431 0.063 0.0 0.0 0.0
H 5.102 -5.500 -1.615 0.0 0.0 0.0
H 4.547 -5.345 -4.014 0.0 0.0 0.0
H 2.535 -4.139 -4.763 0.0 0.0 0.0
H 1.029 -3.085 -3.105 0.0 0.0 0.0
H -1.015 -3.534 -2.060 0.0 0.0 0.0
H -2.975 -5.022 -1.822 0.0 0.0 0.0
H -3.259 -6.381 0.216 0.0 0.0 0.0
H -1.608 -6.255 2.050 0.0 0.0 0.0
H 0.338 -4.739 1.855 0.0 0.0 0.0
```
Positions in Å, forces in eV/Å.

- Net charge: +3
- E_LUMO: -10.784 eV
- Gap between HOMO and LUMO: 5.2 eV
- HOMO energy: -15.96 eV
- Relative energy (zero: lowest compared OMol25 entry of this formula, charge and spin): 29.7 kJ/mol
- Total energy: -2505.39466 Eh
- 2S+1: 1

Atomic partial charges in e from the Löwdin method, atoms 1 to 5: Zr 1.94; C -0.02; C -0.55; C -0.02; C -0.05



No. 4
DFT (the ωB97M-V functional and the def2-TZVPD basis) results for a cluster of 12 separate species, C45H60BrNO39 in total.

```
146
Properties=species:S:1:pos:R:3:forces:R:3
C 5.023 -3.928 -3.467 -0.6 -0.2 -0.3
C 4.871 -2.602 -4.141 -0.4 0.5 0.5
O 4.523 -1.623 -3.510 0.9 -0.2 -0.2
N 5.163 -2.533 -5.539 -0.2 -0.1 0.4
C 5.881 -1.322 -5.935 0.3 0.2 0.1
C 4.092 -2.910 -6.428 0.0 -1.0 -0.5
C 4.647 -3.277 -7.827 0.1 0.4 0.3
O 3.465 -4.146 -5.955 0.2 0.3 0.4
C 2.212 -4.167 -6.470 -0.1 0.2 -0.3
O 1.419 -5.018 -6.282 0.0 -0.3 -0.2
O 2.013 -3.029 -7.217 -0.3 -0.2 0.7
C 2.806 -2.048 -6.504 0.2 0.4 -0.3
C 2.167 -1.782 -5.132 0.5 0.6 0.1
C 0.677 -1.565 -5.073 -0.4 0.1 -0.2
O -0.186 -2.276 -5.451 0.2 0.0 0.0
Br 0.264 0.095 -4.130 -0.1 0.0 0.1
C 2.956 -0.749 -7.291 -0.8 -0.4 -1.5
C 1.697 -0.441 -8.103 -0.9 -0.1 -1.2
C 1.636 1.027 -8.737 1.9 -0.7 1.9
O 0.869 0.391 -7.489 0.4 0.5 0.8
H 5.984 -3.981 -2.965 0.2 0.0 0.0
H 4.228 -4.011 -2.733 0.1 0.0 0.3
H 4.913 -4.742 -4.173 0.2 -0.1 -0.1
H 5.589 -0.446 -5.360 -0.2 0.1 0.0
H 5.747 -1.099 -6.985 -0.1 -0.1 -0.1
H 6.946 -1.476 -5.777 0.1 0.0 0.0
H 5.729 -3.301 -7.762 0.1 0.1 -0.2
H 4.315 -4.272 -8.088 -0.1 -0.1 0.0
H 4.316 -2.613 -8.615 0.1 0.1 -0.1
H 2.616 -0.880 -4.739 0.2 0.0 0.1
H 2.413 -2.557 -4.411 -0.3 -0.3 0.0
H 3.098 0.121 -6.661 0.3 0.0 0.2
H 3.721 -0.819 -8.061 0.4 0.0 0.3
H 1.320 -1.238 -8.740 -0.2 0.0 0.1
H 1.408 2.055 -8.448 -1.2 0.2 -1.7
H 2.713 1.172 -8.451 -0.2 0.5 0.6
O -0.512 2.061 -1.563 0.0 0.2 -0.2
C -0.831 1.201 -0.799 0.1 -0.1 0.2
O -1.302 -0.007 -1.149 0.0 0.1 0.2
C -1.345 -0.834 0.038 -0.1 0.0 -0.2
C -1.428 0.201 1.132 -0.1 -0.1 0.1
O -0.761 1.328 0.544 -0.1 0.0 0.0
H -2.203 -1.497 0.013 0.0 0.0 -0.1
H -0.439 -1.422 0.078 0.1 0.0 0.0
H -2.457 0.487 1.363 0.0 0.0 0.0
H -0.928 -0.108 2.042 0.2 0.1 -0.1
O -0.575 -2.743 1.922 0.2 -0.2 0.3
C 0.354 -2.885 2.660 0.1 0.1 0.0
O 0.645 -4.022 3.321 0.0 0.0 0.0
C 1.952 -3.882 3.902 0.1 0.0 0.1
C 2.102 -2.378 4.007 0.1 0.0 0.1
O 1.262 -1.923 2.930 0.0 0.0 0.0
H 1.998 -4.386 4.863 -0.2 0.0 0.0
H 2.680 -4.331 3.224 0.0 0.0 0.0
H 1.714 -1.987 4.942 -0.1 0.0 0.1
H 3.123 -2.031 3.866 -0.1 0.1 -0.2
O -0.245 -2.559 7.066 0.1 -0.1 0.0
C -0.978 -1.926 6.375 -0.1 0.0 -0.1
O -2.284 -1.708 6.624 0.1 0.0 -0.1
C -2.760 -0.730 5.679 -0.2 0.1 0.0
C -1.787 -0.872 4.544 -0.1 0.0 -0.4
O -0.601 -1.327 5.220 0.0 0.0 0.1
H -3.783 -0.946 5.384 0.0 -0.2 0.1
H -2.711 0.255 6.134 0.0 0.0 0.1
H -2.087 -1.627 3.821 0.0 0.0 0.0
H -1.608 0.067 4.031 0.2 0.1 0.2
O -3.525 -2.593 2.179 -0.2 0.1 -0.2
C -3.873 -3.438 2.940 0.2 0.0 0.0
O -4.416 -4.622 2.607 -0.1 0.0 0.0
C -4.468 -5.441 3.789 0.0 -0.1 0.1
C -4.460 -4.405 4.898 0.0 -0.2 0.0
O -3.751 -3.321 4.281 -0.1 -0.1 0.2
H -5.357 -6.064 3.780 0.0 0.1 -0.1
H -3.588 -6.082 3.805 0.0 0.0 0.0
H -5.460 -4.061 5.168 0.0 0.0 -0.1
H -3.943 -4.738 5.794 0.1 0.1 0.0
O -4.731 -9.243 3.598 0.0 0.0 0.1
C -4.658 -9.030 2.433 0.0 0.0 0.0
O -5.132 -9.843 1.463 0.0 0.0 -0.1
C -5.073 -9.140 0.216 0.0 0.0 -0.1
C -3.989 -8.112 0.477 0.0 0.0 -0.2
O -4.091 -7.924 1.894 0.0 0.0 -0.1
H -4.834 -9.822 -0.594 0.0 -0.1 0.1
H -6.045 -8.682 0.027 0.0 0.0 0.0
H -2.991 -8.486 0.244 0.0 0.0 0.0
H -4.149 -7.172 -0.043 0.0 0.1 0.2
O -2.333 2.363 4.425 0.0 -0.1 -0.1
C -2.500 2.993 5.425 -0.2 0.1 0.1
O -2.434 4.333 5.502 0.0 0.0 0.1
C -2.926 4.732 6.800 -0.1 0.1 0.1
C -2.699 3.483 7.626 0.1 0.1 0.1
O -2.781 2.451 6.627 0.0 0.1 0.1
H -2.379 5.596 7.166 0.1 0.0 -0.2
H -3.979 4.981 6.705 0.1 0.0 0.1
H -1.707 3.449 8.078 0.0 0.0 -0.1
H -3.450 3.330 8.395 -0.1 -0.1 -0.1
O 2.358 4.268 -7.703 0.0 -0.1 -0.1
C 1.697 4.474 -6.735 -0.1 0.1 0.1
O 1.553 3.598 -5.714 0.1 0.0 -0.1
C 0.872 4.264 -4.645 0.0 -0.2 0.3
C 0.143 5.363 -5.367 -0.3 0.3 0.1
O 0.986 5.602 -6.506 0.1 -0.2 0.1
H 0.207 3.577 -4.125 0.1 -0.2 -0.1
H 1.611 4.644 -3.938 0.0 0.1 0.0
H -0.842 5.053 -5.720 0.0 -0.1 0.0
H 0.038 6.262 -4.765 0.1 0.1 -0.1
O 1.184 8.524 -2.223 0.0 0.1 -0.1
C 0.867 7.624 -1.519 0.0 0.0 0.1
O 0.412 6.427 -1.961 0.0 -0.1 0.0
C 0.354 5.520 -0.844 -0.1 -0.1 0.0
C 0.240 6.476 0.326 0.0 -0.1 0.1
O 0.906 7.645 -0.166 0.0 0.0 0.0
H -0.493 4.846 -0.941 0.0 0.0 -0.2
H 1.272 4.932 -0.818 0.0 0.0 0.0
H -0.795 6.734 0.556 0.0 0.0 0.0
H 0.727 6.112 1.226 0.1 0.1 0.0
O -6.174 5.297 6.732 0.0 0.0 0.0
C -6.147 5.357 5.543 -0.1 0.0 0.0
O -6.678 4.434 4.715 0.0 0.0 0.0
C -6.634 4.950 3.378 0.0 0.0 -0.1
C -5.505 5.958 3.464 0.0 0.0 -0.2
O -5.557 6.350 4.843 0.0 0.0 -0.1
H -6.446 4.150 2.669 0.0 -0.1 0.1
H -7.595 5.414 3.151 0.0 0.0 0.0
H -4.530 5.513 3.264 0.0 0.0 0.0
H -5.645 6.821 2.819 0.0 0.1 0.1
O 3.675 1.857 6.487 0.1 0.0 0.1
C 2.804 1.999 5.695 -0.1 0.0 -0.1
O 2.755 1.398 4.482 0.0 0.0 0.1
C 1.458 1.624 3.913 -0.2 0.0 -0.2
C 1.012 2.880 4.635 0.0 0.0 -0.2
O 1.713 2.786 5.880 0.0 0.0 0.0
H 1.527 1.742 2.834 0.2 0.0 0.1
H 0.822 0.765 4.140 0.0 0.0 0.1
H 1.327 3.790 4.120 0.1 0.0 0.0
H -0.059 2.911 4.797 0.1 0.0 0.1
O 2.262 2.511 0.800 -0.1 0.1 0.1
C 3.036 2.121 -0.015 0.2 -0.1 -0.3
O 2.731 1.290 -1.035 0.0 0.0 0.1
C 3.854 1.234 -1.927 0.1 0.0 -0.2
C 5.000 1.621 -1.015 0.1 -0.1 -0.1
O 4.350 2.451 -0.045 -0.1 0.0 0.0
H 3.966 0.245 -2.358 -0.2 -0.1 0.1
H 3.699 1.956 -2.731 0.0 0.1 0.0
H 5.436 0.760 -0.506 0.0 0.0 0.0
H 5.788 2.172 -1.521 0.0 0.2 0.1
```
Positions in Å, forces in eV/Å.

- E_LUMO: 0.083 eV
- Gap between HOMO and LUMO: 9.1 eV
- HOMO energy: -8.97 eV
- Total energy: -7313.86384 Eh
- SMILES string: CC(=O)N(C)[C@@]1(C)OC(=O)O[C@]1(CC(=O)Br)C[C@@H]1CO1.O=C1OCCO1.O=C1OCCO1.O=C1OCCO1.O=C1OCCO1.O=C1OCCO1.O=C1OCCO1.O=C1OCCO1.O=C1OCCO1.O=C1OCCO1.O=C1OCCO1.O=C1OCCO1
- 2S+1: 1

Atomic partial charges in e from the Löwdin method, atoms 1 to 5: C 0.03; C -0.44; O 0.07; N -0.02; C -0.02